{
  "formula": "C37H64As3N3O7PPbS2",
  "method": "ωB97M-V with the def2-TZVPD basis set",
  "spin_multiplicity": 1,
  "e_lumo_ev": -5.1,
  "homo_ev": -10.1,
  "orbital_gap_ev": 4.998,
  "total_charge": 1,
  "e_above_lowest_ev": 0.090,
  "symbols": ["C", "C", "H", "N", "H", "H", "C", "H", "O", "H", "C", "C", "H", "H", "H", "C", "H", "C", "H", "H", "H", "H", "H", "C", "H", "H", "C", "C", "C", "C", "C", "H", "C", "H", "N", "H", "C", "H", "O", "O", "H", "H", "H", "C", "S", "H", "H", "C", "H", "C", "H", "O", "H", "Pb", "H", "H", "C", "H", "O", "C", "H", "C", "C", "H", "H", "P", "H", "H", "As", "H", "H", "C", "H", "H", "As", "H", "C", "N", "H", "C", "H", "O", "C", "H", "H", "H", "O", "C", "H", "C", "H", "C", "H", "H", "H", "C", "H", "C", "H", "H", "H", "H", "H", "H", "H", "H", "C", "H", "C", "C", "H", "C", "C", "H", "As", "H", "C", "S"],
  "coordinates": [[2.655999, 2.903561, -1.686148], [3.781079, -2.141930, 2.086926], [0.099905, 7.305443, -1.836241], [-0.486339, -0.403661, 2.624448], [-0.852629, -4.927505, 2.061732], [2.428778, 5.219837, 0.509466], [2.795479, 0.088357, -3.041476], [1.879841, 2.803897, -4.318795], [3.589503, -0.120885, 3.288946], [-3.116811, 2.085559, -2.415208], [3.211168, -0.694259, 2.289374], [1.162081, 2.054690, 2.575830], [2.923646, 4.867875, -3.452749], [3.440930, 6.655419, 0.682731], [2.502346, -5.147248, 0.176534], [-4.459586, -2.366966, 2.901783], [-5.094493, -3.202412, 3.191589], [-4.867322, -0.015029, 2.130798], [-2.767584, -1.806233, -4.505069], [3.551811, 2.991359, -2.307803], [1.745762, -5.925539, -1.198289], [-2.074460, -4.615037, -2.119890], [0.381515, 6.525311, -0.259721], [1.626210, 1.407758, 4.874768], [4.580787, -0.298396, -0.544711], [1.445406, 0.762418, 5.723634], [2.998053, 3.063711, 3.821498], [-5.205066, -1.363927, 2.079263], [-2.134349, 3.337902, 0.103179], [0.311844, 3.891400, -1.425105], [-0.623248, -3.558015, -4.204572], [2.497098, 3.515383, 1.786348], [-1.443227, -2.833833, -3.144109], [2.883841, 3.335401, -0.709820], [-1.305714, -1.462304, 2.714699], [-1.602218, 3.498270, 1.037764], [0.141716, -5.280550, 1.791854], [-1.259295, -0.934801, -4.157040], [2.462549, -0.273532, 1.342022], [0.182275, -3.815536, -0.061713], [-3.994527, -1.924292, 3.779898], [-2.556744, -0.990223, -2.947969], [-6.480135, -2.827867, 1.172109], [-2.046850, -1.556991, -3.727575], [-2.225831, -0.876072, 0.268812], [4.828197, -2.029735, 1.812446], [-3.009046, 2.716270, 0.295085], [-5.555597, 0.909257, 1.358327], [3.235972, -0.890135, -2.856816], [1.511430, 3.671691, -2.353408], [0.679505, 1.932080, -3.340428], [1.563643, -3.799766, -2.257046], [-0.778618, -1.117752, 5.254328], [0.225812, 0.154759, 0.280149], [3.652450, -3.376873, 0.394838], [-2.338708, 3.587258, -2.946299], [-0.940341, -0.077691, 4.965318], [-0.675630, 0.587298, 5.779073], [1.355710, -1.754021, -0.748242], [3.194780, 5.823300, 0.023502], [1.293603, 5.482950, -3.496847], [0.860003, 1.248411, 3.715378], [1.682515, -5.799064, -0.121726], [4.440161, 1.220083, 0.346246], [0.259149, -6.306233, 2.136720], [0.696508, -3.010973, -1.375200], [3.464748, 0.686052, -3.659205], [-0.283509, 4.723036, -1.810620], [2.520424, 0.946119, -1.300595], [0.930851, 8.177259, -0.556082], [-3.173685, -4.101454, -3.406805], [2.259866, 2.938738, 2.671664], [0.255120, 3.471009, -4.115197], [3.247990, 2.385232, 5.850619], [2.560432, 6.597841, -1.674587], [-1.752194, -5.627199, -0.169513], [-2.167403, 2.540574, -2.697751], [3.046271, -2.865676, 1.032043], [-2.459272, 4.290211, -0.315683], [-0.772858, -6.046913, -0.397089], [3.737859, -2.669605, 3.035927], [0.423677, 2.073369, 1.498651], [-0.171313, 0.230277, 3.712736], [-7.713738, -1.178461, -0.194448], [2.355541, -3.510013, 1.415006], [0.870417, -4.647094, 2.304570], [-0.601406, -2.373245, -2.045294], [-6.912058, -0.853490, 0.454890], [3.855826, 3.722309, 3.849874], [1.054839, 2.922809, -3.615218], [0.181969, -2.921738, -4.571036], [0.801254, 7.195111, -1.009397], [-7.126496, 1.216661, -0.067378], [-4.074998, 0.320342, 2.790809], [-0.622882, -6.057109, -1.477112], [-2.069477, -1.755134, 1.724187], [-0.741588, -7.071801, -0.029021], [2.042933, 5.044463, -2.828956], [1.852072, -0.067495, -3.559708], [-1.268996, -3.837503, -5.035851], [2.458585, -2.204483, 0.419257], [-0.168443, -4.450999, -3.781816], [0.644988, 4.143667, -0.416079], [5.049156, 1.221786, -1.332093], [-1.782834, 2.012921, -3.566954], [-3.149833, -3.235975, -1.870121], [2.666450, 2.306368, 4.943592], [4.100491, 5.237059, -0.125218], [-2.531085, -3.753603, -2.598554], [-6.225042, -1.776495, 1.225372], [-2.004861, 0.031826, 4.756487], [-6.580840, 0.493626, 0.523993], [4.347586, 0.761169, -0.635986], [1.816839, -6.765602, 0.361931], [-0.961951, 2.400607, -1.143824], [-5.299879, 1.959638, 1.418580], [0.321019, -5.222512, 0.272580], [-3.115307, -3.178112, 1.927020]],
  "forces_ev_per_a": [[-0.187, -0.256, 0.239], [-0.021, 0.871, 0.380], [0.022, -0.020, -0.035], [0.555, 0.720, -0.970], [0.009, 0.031, 0.081], [0.021, -0.010, 0.007], [-0.315, -0.139, 0.172], [-0.008, -0.055, -0.015], [0.105, 0.015, -0.035], [0.007, 0.005, 0.030], [0.102, -0.446, 0.024], [0.551, 0.033, 1.061], [-0.005, 0.027, 0.003], [-0.017, 0.034, -0.034], [0.027, -0.140, 0.028], [0.313, -0.026, -0.355], [0.000, 0.016, 0.103], [-0.107, -0.028, 0.076], [0.008, 0.005, -0.037], [0.027, -0.080, 0.041], [0.099, 0.015, -0.013], [-0.078, -0.052, -0.023], [-0.012, -0.023, -0.026], [0.062, 0.129, 0.100], [-0.043, -0.002, -0.020], [-0.080, 0.049, 0.040], [-0.056, -0.124, 0.140], [-0.038, 0.056, 0.038], [0.028, -0.253, 0.199], [0.135, -0.297, 0.060], [0.072, 0.041, 0.223], [0.016, 0.021, 0.025], [-0.232, -0.110, -0.419], [0.055, 0.006, -0.041], [-0.346, -0.689, 0.660], [0.018, -0.006, -0.008], [-0.083, 0.177, -0.342], [-0.015, 0.007, -0.035], [-0.389, -0.262, -0.004], [0.093, 0.244, -0.380], [-0.077, -0.058, 0.066], [-0.055, 0.004, 0.040], [-0.027, -0.016, -0.005], [0.159, -0.114, 0.242], [0.717, 0.499, -0.568], [-0.021, -0.100, -0.102], [0.005, -0.014, 0.007], [-0.002, 0.068, -0.030], [-0.013, 0.001, 0.047], [-0.132, -0.085, -0.253], [-0.016, -0.042, -0.183], [0.117, -0.216, -0.002], [-0.046, -0.002, 0.033], [0.657, -0.031, 0.807], [-0.038, -0.146, 0.058], [0.100, 0.034, 0.089], [0.136, -0.141, 0.040], [0.030, 0.001, -0.005], [-0.519, 0.245, 0.311], [-0.108, -0.044, -0.099], [0.018, 0.053, 0.027], [0.121, 0.349, -0.490], [-0.162, 0.114, -0.141], [-0.069, 0.021, -0.009], [0.026, 0.001, 0.054], [-0.325, 0.294, 0.198], [-0.008, 0.087, 0.086], [-0.117, -0.094, 0.073], [0.455, 0.622, -0.517], [0.045, -0.003, -0.010], [0.042, -0.001, -0.056], [-0.271, -0.178, -0.332], [-0.010, -0.037, -0.033], [0.034, -0.010, -0.001], [-0.044, 0.026, -0.040], [-0.047, -0.010, 0.014], [0.145, -0.414, 0.097], [-0.311, 0.245, -0.373], [0.081, -0.033, -0.110], [0.058, 0.311, 0.013], [-0.046, -0.091, -0.080], [-0.400, -0.828, -1.224], [-0.403, -0.190, 0.040], [-0.006, -0.026, -0.004], [0.076, -0.095, -0.027], [0.029, -0.042, 0.060], [0.196, -0.126, 0.111], [0.005, -0.019, -0.010], [-0.047, 0.096, 0.002], [0.050, 0.083, 0.233], [0.004, -0.008, -0.039], [0.056, -0.066, 0.030], [-0.007, 0.006, -0.008], [0.007, -0.023, 0.024], [-0.028, -0.061, -0.014], [0.090, -0.025, 0.434], [0.034, -0.029, -0.030], [0.064, 0.030, 0.226], [-0.006, 0.031, -0.007], [-0.042, 0.026, -0.014], [0.205, -0.018, 0.160], [-0.003, -0.061, -0.131], [-0.051, 0.059, -0.016], [-0.151, 0.030, -0.105], [0.042, 0.019, 0.003], [-0.038, 0.078, 0.148], [0.029, -0.063, 0.037], [-0.003, -0.009, -0.021], [0.192, 0.211, 0.063], [0.004, 0.069, 0.013], [0.002, -0.023, 0.017], [0.021, 0.018, -0.031], [-0.173, -0.149, 0.303], [-0.017, -0.010, 0.041], [-0.515, 1.110, -0.324], [-0.002, 0.010, 0.018], [0.080, -0.585, 0.248], [-0.072, -0.007, -0.010]],
  "mulliken_charge": [-1.3450, -0.9121, 0.3051, 0.9365, 0.1713, -0.0727, -1.4953, 0.4564, -0.5883, 0.4927, -0.0078, -0.0494, 0.5478, 0.5029, 0.0125, -1.2350, 0.5659, 0.0719, 0.5000, 0.8260, 0.4290, 0.1014, 0.1917, -0.9376, 0.4251, 0.4952, -0.6040, 0.7278, -1.0740, -1.2856, -1.6747, 0.4063, 1.4715, -0.1468, -1.0012, 0.2574, -1.2384, 0.3102, 0.1335, 1.0950, 0.3437, 0.1529, 0.4126, -1.5435, -0.2610, 0.3851, 0.1952, -0.6234, 0.5189, 2.5652, -0.2254, -0.9523, 0.3266, 2.2495, 0.5013, 0.4215, -1.5546, 0.5882, -0.0389, -0.7918, 0.6043, 1.1783, -1.2571, 0.2415, 0.4730, -0.3060, 0.4657, 0.8869, 1.1929, 0.4191, 0.4902, -0.4976, 0.4285, 0.3924, 0.2860, 0.2478, -1.4235, 0.2583, 0.4595, -1.9451, 0.4080, -0.4823, -0.1109, 0.4170, -0.0717, 0.1901, 0.4810, -0.6142, 0.4879, -1.6587, 0.3181, -1.0106, 0.4317, 0.2137, 0.3607, -0.2262, 0.5400, -2.2313, 0.2436, 0.4912, -0.1382, 0.3531, -0.2643, 0.5817, 0.3435, 0.1847, -1.0455, 0.3302, -1.2560, -0.4935, 0.2043, -0.6863, -1.5638, 0.4900, 1.0119, 0.5076, 1.3221, -0.0886]
}